(1)
96
Properties=species:S:1:pos:R:3:forces:R:3:mulliken_charge:R:1 method="wB97M-V/def2-TZVPD" max_force_ev_per_a=1.9 e_homo_ev="0.9 / 1.2" homo_lumo_gap_ev="2.72 / 2.42" total_charge=-2 e_above_lowest_kj_mol=352.1
K 0.20174 0.42848 0.29806 -1.43 -0.67 -0.22 1.074
C 3.64207 2.44945 2.62023 -0.31 -0.07 -0.18 -1.503
C 2.87816 1.24936 2.03878 -0.37 0.95 0.19 0.482
O 1.70945 1.41647 1.67364 1.48 0.56 1.00 -0.385
C 3.61178 0.04746 2.00350 0.44 -0.82 -0.08 -0.934
C 3.21587 -1.17395 1.46405 0.80 -0.09 0.39 0.507
C 4.17339 -2.34468 1.60847 -0.17 0.10 0.03 -1.338
N 2.08205 -1.32174 0.80622 -0.75 0.01 -0.56 0.213
N 1.83529 -2.57966 0.40687 -0.32 -0.30 -0.44 -0.251
C 0.90464 -2.85936 -0.42501 1.08 0.96 0.97 -0.567
O 0.06569 -1.83082 -0.98792 0.23 -0.40 0.77 0.649
C 0.66930 -4.21312 -0.83432 -0.41 -1.51 -0.59 1.209
C -0.41956 -4.59304 -1.64103 0.31 0.54 0.39 -0.382
C -0.57642 -5.89766 -2.04769 0.03 -0.62 -0.10 -1.248
C 0.32474 -6.88118 -1.65629 -0.03 0.16 -0.02 -0.513
C 1.38615 -6.52694 -0.83017 -0.07 -0.43 -0.10 -0.559
C 1.55994 -5.22593 -0.42633 -0.19 0.66 -0.05 -0.564
H 3.04060 3.34623 2.50337 -0.07 0.03 -0.01 0.349
H 4.59045 2.58390 2.10578 0.16 -0.01 -0.03 0.365
H 3.84414 2.29336 3.67815 0.05 -0.05 0.13 0.351
H 4.60533 0.08448 2.43407 0.01 -0.02 0.01 0.181
H 5.02859 -2.08167 2.22859 -0.03 0.05 -0.01 0.356
H 4.52348 -2.67550 0.63148 0.03 -0.01 -0.07 0.279
H 3.64441 -3.18626 2.05097 0.02 -0.10 0.06 0.281
H -1.15366 -3.85912 -1.93625 0.00 -0.04 -0.01 0.578
H -1.42022 -6.16126 -2.67529 0.00 0.02 0.02 0.396
H 0.20719 -7.90503 -1.98704 -0.04 -0.02 0.00 0.377
H 2.08602 -7.28475 -0.49644 0.01 0.01 -0.02 0.387
H 2.38303 -4.94625 0.21226 0.08 0.01 0.03 0.430
C 2.70650 1.72934 -3.44998 0.06 0.24 -0.17 -0.866
C 1.91685 0.98062 -2.60202 0.37 -0.10 -0.37 -0.311
N 0.91032 1.49044 -1.91451 -0.06 0.99 -0.45 0.323
C 0.68463 2.82137 -2.04767 0.11 -0.74 0.05 -0.024
C 1.47232 3.55329 -2.94761 0.28 0.35 -0.40 -0.221
N 2.46908 3.04183 -3.64488 -0.02 -0.39 0.13 -0.735
C -0.34993 3.41046 -1.20742 -0.61 0.75 0.26 0.033
C -0.54634 4.77827 -1.20117 0.48 -0.10 -0.43 -0.675
C -1.46550 5.38784 -0.32034 -0.34 0.00 0.23 1.147
C -2.12266 4.49077 0.55188 -0.05 0.48 -0.11 -0.875
C -1.88914 3.12680 0.48106 -0.39 -0.10 0.34 0.127
N -1.04937 2.56774 -0.41430 0.15 -0.10 -0.14 -0.194
C -2.49711 2.25561 1.47797 -0.32 0.83 -0.09 -0.021
C -3.58440 2.64551 2.26844 -0.10 0.04 0.18 -0.517
N -4.02895 1.96331 3.30783 -0.64 0.84 -0.12 -0.832
C -3.37083 0.81056 3.56665 0.38 -0.92 0.16 -0.628
C -2.39456 0.34053 2.71499 -0.40 0.10 0.56 -0.171
N -1.94919 1.02807 1.67673 0.44 -0.79 -0.37 0.106
C -1.68719 6.80018 -0.30019 0.13 -0.18 -0.18 0.819
C -2.58166 7.44175 0.59634 -0.04 -0.23 0.13 -0.569
C -2.78829 8.79285 0.52736 -0.08 0.24 0.02 -0.317
N -2.19872 9.62445 -0.34364 -0.10 0.34 0.05 -0.820
C -1.33482 9.03098 -1.17974 0.05 0.18 -0.10 -0.331
C -1.04989 7.69304 -1.20213 0.08 -0.10 -0.01 -0.633
H 3.53689 1.30889 -4.00602 -0.04 -0.14 0.08 0.405
H 2.09186 -0.08048 -2.47937 0.11 -0.12 -0.01 0.579
H 1.30994 4.60784 -3.13728 -0.20 -0.04 0.20 0.500
H 0.04597 5.40089 -1.85068 0.07 0.01 -0.03 0.070
H -2.76961 4.87332 1.32442 -0.01 -0.02 0.04 0.124
H -4.14824 3.54694 2.05484 0.11 0.12 -0.15 0.419
H -3.68881 0.27635 4.45453 0.08 -0.24 0.01 0.349
H -1.94311 -0.63274 2.86907 0.07 -0.20 0.12 0.418
H -3.10593 6.87080 1.34845 -0.06 0.00 0.02 0.319
H -3.48325 9.27245 1.21297 -0.02 -0.09 0.07 0.352
H -0.84647 9.70054 -1.88392 0.07 -0.05 -0.05 0.342
H -0.32970 7.32877 -1.91895 0.02 0.02 -0.09 0.274
C -1.59237 -3.24538 -5.78581 0.43 0.46 0.36 -0.995
Si -0.13668 -2.10127 -5.27788 -0.03 -0.31 -0.81 -0.022
C -0.31524 -0.45962 -6.23336 0.09 -0.51 0.47 -0.985
C 1.43197 -3.03888 -5.85824 -0.48 0.41 0.33 -1.079
C -0.07889 -1.85281 -3.47161 -0.04 0.03 -0.07 -0.091
C -0.01805 -1.82058 -2.26033 0.05 0.01 -1.49 0.284
H -1.57303 -3.49569 -6.84485 0.13 0.07 -0.16 0.312
H -2.55088 -2.78294 -5.57192 -0.19 0.13 0.07 0.316
H -1.54807 -4.17624 -5.22817 0.05 -0.18 0.15 0.231
H -0.29760 -0.59715 -7.31189 0.02 -0.19 -0.15 0.300
H 0.48116 0.23018 -5.97323 0.19 0.12 0.11 0.278
H -1.25172 0.02788 -5.97981 -0.19 0.06 0.11 0.324
H 1.36900 -3.33331 -6.90383 -0.13 0.04 -0.16 0.318
H 1.56363 -3.94278 -5.26991 -0.03 -0.15 0.16 0.324
H 2.32761 -2.43907 -5.73471 0.17 0.17 0.06 0.324
C -5.43224 -2.83854 0.05427 -0.09 0.19 -0.58 -0.906
N -5.00455 -3.09755 1.39513 0.78 -0.07 0.66 0.328
C -5.79815 -3.34467 2.48310 -0.22 -0.13 0.45 -0.494
C -4.99202 -3.57331 3.54202 -0.42 -0.04 0.03 -0.565
N -3.69415 -3.46317 3.11039 -0.51 0.29 -0.98 0.404
C -2.51107 -3.65112 3.88994 0.52 0.01 0.35 -0.898
C -3.69430 -3.16158 1.77511 -0.10 -0.20 0.07 -0.031
Se -2.26700 -2.98597 0.68518 0.30 0.06 -0.24 -0.589
H -6.42155 -3.26756 -0.10068 0.00 0.00 0.06 0.315
H -4.71375 -3.29335 -0.63109 -0.09 0.02 0.07 0.295
H -5.45827 -1.76659 -0.15635 0.02 -0.05 0.07 0.295
H -6.86593 -3.33344 2.41519 -0.20 0.01 0.03 0.455
H -5.23637 -3.80978 4.55817 -0.04 0.03 0.14 0.457
H -2.56174 -4.59622 4.43096 -0.03 -0.03 0.00 0.361
H -2.36600 -2.83276 4.59821 -0.05 0.00 -0.06 0.308
H -1.66641 -3.67141 3.20112 -0.02 -0.01 0.06 0.241



(2)
88
Properties=species:S:1:pos:R:3:forces:R:3:mulliken_charge:R:1 method="wB97M-V/def2-TZVPD" max_force_ev_per_a=3.6 e_homo_ev="-6.4 / -6.4" homo_lumo_gap_ev="6.34 / 6.34" total_charge=0 e_above_lowest_kj_mol=185.9
Pd 0.28162 1.73384 0.93973 -0.06 3.56 0.04 -0.153
C -0.42486 -0.18354 3.39662 0.05 0.04 -0.14 -0.798
C 0.72021 -1.17348 3.16121 0.15 0.36 -0.02 -0.207
C 2.02382 -0.52891 2.67981 0.07 -0.42 0.00 -1.365
N 1.87964 0.26799 1.47840 0.72 -0.59 -0.03 0.458
C 2.94103 0.42988 0.72247 -1.08 -0.51 0.36 0.018
C 4.23554 -0.03617 1.05791 0.77 -0.05 0.05 -0.802
C 5.31616 -0.29537 0.24119 -0.41 -0.02 0.34 -0.320
C 5.38111 -0.29054 -1.14363 0.06 -0.02 -0.83 -0.688
C 4.39806 0.14753 -2.03125 0.77 -0.20 0.39 -0.011
C 3.25472 0.85876 -1.76083 -0.57 0.53 0.24 -0.856
C 2.71715 1.24195 -0.49935 0.85 -0.23 -0.33 1.138
N 1.94303 2.26235 -0.28079 -1.53 -0.54 0.84 -0.046
C 1.52843 3.22942 -1.25683 -0.32 0.27 -0.46 -0.808
C 1.35303 4.63442 -0.62630 0.03 -0.16 0.33 -0.719
C 1.27205 4.60909 0.91310 0.26 0.16 -0.30 -1.257
N 0.19043 3.79894 1.41526 -0.30 -1.05 -0.44 -0.562
C -1.02172 4.27125 1.59000 0.03 0.49 0.04 1.195
C -1.38023 5.60241 1.22861 0.27 -0.28 -0.18 -0.457
C -2.42194 6.39257 1.64352 -0.32 0.01 0.43 -0.634
C -3.42986 6.10512 2.56070 0.05 0.32 -0.08 -0.494
C -3.71810 4.86611 3.10198 0.07 0.04 -0.25 -0.627
C -3.15077 3.63646 2.83401 0.02 -0.24 0.17 -0.635
C -1.98631 3.28063 2.11405 0.00 -0.39 -0.21 0.725
N -1.63340 2.02901 1.88833 0.95 -0.25 -0.21 0.249
C -2.42652 0.90965 2.33056 -0.06 -0.45 0.02 -1.081
C -1.54161 -0.33552 2.36071 0.03 0.36 0.18 0.657
H -0.02445 0.84334 3.33111 -0.19 -0.34 0.22 0.194
H -0.84678 -0.31811 4.39456 0.00 0.09 0.07 0.670
H 0.41870 -1.91336 2.41741 -0.03 -0.11 0.00 -0.354
H 0.95287 -1.70891 4.08388 0.03 -0.11 -0.05 0.425
H 2.72400 -1.35664 2.49204 0.04 0.14 0.13 0.645
H 2.44133 0.08834 3.49018 0.00 -0.04 -0.05 0.290
H 4.40234 -0.20186 2.11384 0.03 0.07 0.01 0.485
H 6.21301 -0.63190 0.75187 -0.01 0.03 0.02 0.334
H 6.29627 -0.65920 -1.59000 0.00 -0.08 -0.01 0.316
H 4.60168 -0.04053 -3.08089 0.00 0.08 -0.02 0.363
H 2.68197 1.19207 -2.61887 -0.02 0.10 0.04 0.163
H 0.55309 2.90316 -1.65989 0.38 0.09 -0.11 0.225
H 2.23564 3.31064 -2.09455 -0.09 -0.17 0.15 0.505
H 0.44798 5.08534 -1.04081 0.10 0.06 -0.01 0.299
H 2.20096 5.27091 -0.88936 -0.03 0.01 -0.05 0.466
H 1.20636 5.64003 1.29276 -0.01 -0.24 -0.04 0.526
H 2.20162 4.16528 1.28803 -0.16 0.16 -0.01 0.523
H -0.70167 6.07656 0.53010 0.01 -0.03 0.08 0.204
H -2.43228 7.40102 1.24081 0.03 -0.03 -0.01 0.336
H -4.06751 6.92638 2.85292 -0.09 0.07 0.00 0.314
H -4.55743 4.84229 3.78813 -0.05 -0.04 -0.02 0.307
H -3.67424 2.80500 3.28546 0.07 -0.02 0.05 0.207
H -3.27335 0.75441 1.64545 0.02 0.06 0.12 0.385
H -2.83116 1.05855 3.34366 0.02 0.05 -0.14 0.513
H -1.08192 -0.45061 1.37209 -0.23 -0.13 0.18 -1.028
H -2.14807 -1.21802 2.57850 0.01 -0.05 -0.06 0.533
S -0.64035 0.50390 -1.08293 -0.29 -0.71 -0.60 -0.263
Sb -0.86869 -1.73909 -1.47255 0.28 -0.44 0.03 1.450
C -1.41158 -1.98798 -3.52748 -0.03 0.08 0.59 0.536
C -2.60804 -2.52810 -3.96724 -0.06 -0.07 0.10 -0.314
C -2.91394 -2.50327 -5.31866 -0.10 -0.05 -0.13 -0.612
C -2.03221 -1.93624 -6.22413 -0.01 -0.04 -0.02 -0.504
C -0.82239 -1.42296 -5.78436 0.03 -0.01 -0.09 -0.681
C -0.51313 -1.44987 -4.43775 0.16 0.07 0.16 -0.512
C 0.88797 -2.97150 -1.36075 -0.57 0.44 0.00 -0.170
C 2.14798 -2.40559 -1.39685 -0.03 0.32 0.07 -0.002
C 3.26929 -3.21567 -1.32230 0.14 -0.06 -0.03 -0.169
C 3.12408 -4.58744 -1.20919 0.04 0.00 -0.02 -0.731
C 1.85926 -5.15435 -1.19965 -0.02 -0.17 -0.02 -0.691
C 0.73843 -4.34842 -1.28322 -0.17 -0.07 -0.03 -0.453
C -2.14629 -2.89931 -0.17418 0.37 0.53 -0.48 0.485
C -1.54123 -3.54511 0.89259 0.27 0.01 -0.06 -0.141
C -2.29844 -4.29745 1.77134 -0.01 -0.05 0.06 -0.682
C -3.66574 -4.41579 1.57580 -0.02 0.03 0.05 -0.552
C -4.27432 -3.75122 0.52331 -0.16 -0.01 0.00 -0.697
C -3.51783 -2.97855 -0.34298 -0.08 0.13 -0.20 -0.639
H -3.30176 -2.97330 -3.26765 -0.07 -0.02 0.01 0.290
H -3.84571 -2.92559 -5.66795 -0.06 -0.01 0.00 0.395
H -2.28408 -1.89619 -7.27436 -0.02 -0.03 -0.05 0.375
H -0.12432 -0.99893 -6.49074 0.06 0.04 -0.04 0.396
H 0.42784 -1.04583 -4.08381 0.04 0.10 -0.06 0.335
H 2.25979 -1.33129 -1.47419 0.02 -0.05 0.04 0.151
H 4.25011 -2.76600 -1.35379 0.08 0.05 0.04 0.422
H 3.99710 -5.21882 -1.13289 0.07 -0.05 -0.01 0.407
H 1.74510 -6.22716 -1.13030 -0.01 -0.06 0.01 0.407
H -0.25018 -4.79043 -1.27941 -0.01 -0.08 0.02 0.477
H -0.47048 -3.46106 1.02910 0.00 -0.07 0.08 0.290
H -1.81730 -4.78679 2.60608 0.01 -0.06 0.05 0.416
H -4.25836 -5.01277 2.25365 -0.05 -0.04 0.04 0.397
H -5.34269 -3.82805 0.37482 -0.04 0.00 0.02 0.409
H -3.99758 -2.43177 -1.14501 -0.10 -0.03 0.01 0.414